one) The following is a quantum chemistry calculation of 4 unconnected molecules or ions with the total composition CH9NO5, from the OMol25 dataset.

The gap between HOMO and LUMO comes out at 11.141 eV. The HOMO energy is -10.8 eV.

Last column: natural (NBO) charge in e.
CARTESIAN COORDINATES (ANGSTROEM)
N: -2.22 -1.73 -0.28  -0.849
C: -0.89 -2.00 -0.27  0.871
O: -0.08 -1.33 0.45  -0.686
O: -0.51 -2.86 -1.24  -0.669
H: -2.53 -0.76 -0.09  0.436
H: -2.68 -2.33 -0.96  0.399
H: 0.39 -2.75 -1.21  0.495
O: 1.12 3.42 2.49  -0.937
H: 1.68 4.17 2.14  0.466
H: 1.04 2.84 1.74  0.471
O: -1.93 1.33 0.79  -0.963
H: -1.25 0.58 0.84  0.493
H: -2.59 1.13 1.50  0.472
O: 3.31 0.50 -1.95  -0.915
H: 3.21 -0.20 -2.56  0.455
H: 3.91 0.00 -1.37  0.460


two) The following is a quantum chemistry calculation of 4 unconnected molecules or ions with the total composition CH9NO5, from the OMol25 dataset.

The gap between HOMO and LUMO comes out at 10.981 eV. The HOMO energy is -10.6 eV.

Last column: natural (NBO) charge in e.
CARTESIAN COORDINATES (ANGSTROEM)
N: -1.28 -1.44 0.79  -0.879
C: -0.34 -2.16 0.13  0.870
O: -0.33 -3.35 -0.06  -0.633
O: 0.66 -1.36 -0.33  -0.703
H: -1.61 -0.50 0.58  0.432
H: -1.96 -1.92 1.35  0.402
H: 1.30 -2.08 -0.56  0.504
O: 1.06 2.49 -1.29  -0.964
H: 1.81 2.17 -1.81  0.473
H: 1.39 2.55 -0.38  0.491
O: 1.54 0.83 1.25  -0.959
H: 2.17 0.14 1.49  0.470
H: 0.73 0.34 1.03  0.488
O: -1.92 1.34 -0.42  -0.966
H: -1.82 0.81 -1.22  0.478
H: -1.41 2.14 -0.55  0.498


Top of the stability list: two), leading by 0.0275 hartree.


one) The following is a quantum chemistry calculation of 2 unconnected molecules or ions with the total composition C4H12N2O2, from the OMol25 dataset.

The gap between HOMO and LUMO (spin up / spin down) comes out at 8.479 / 8.712 eV. The HOMO energy (spin up / spin down) is -19.2 / -19.4 eV. The total charge is +2.

Last column: natural (NBO) charge in e.
CARTESIAN COORDINATES (ANGSTROEM)
C: -0.61 -0.76 0.05  0.393
C: 2.20 -0.25 1.13  -0.480
C: 2.11 0.06 -1.31  -0.498
C: -3.13 -0.47 0.04  0.116
N: -1.62 -0.05 0.18  -0.512
N: 1.60 0.35 -0.01  0.192
O: -3.85 0.64 -0.07  -0.647
O: 1.13 1.59 0.22  -0.433
H: -0.53 -1.82 -0.15  0.239
H: 2.39 -1.31 0.98  0.268
H: 3.17 0.24 1.34  0.291
H: 1.60 -0.09 2.03  0.270
H: 3.10 0.53 -1.43  0.292
H: 2.25 -1.01 -1.44  0.278
H: 1.46 0.45 -2.10  0.259
H: -3.16 -1.04 -0.89  0.224
H: -3.34 -1.11 0.91  0.225
H: -1.55 0.96 0.36  0.468
H: -4.33 0.93 0.73  0.527
H: 1.11 2.16 -0.57  0.528


two) The following is a quantum chemistry calculation of a gas-phase ion, C4H12N2O2 (charge +2), from the OMol25 dataset.

The gap between HOMO and LUMO comes out at 12.152 eV. The HOMO energy is -19.0 eV. The total charge is +2.

Last column: natural (NBO) charge in e.
CARTESIAN COORDINATES (ANGSTROEM)
N: 0.37 -1.89 -1.69  -0.668
C: 0.55 -1.59 -0.21  -0.231
C: 0.84 -0.15 0.10  -0.474
C: -0.23 0.63 0.87  -0.152
N: 0.36 1.77 1.66  -0.664
C: -1.36 1.30 0.00  0.779
O: -1.86 2.33 0.30  -0.498
O: -1.69 0.44 -0.99  -0.714
H: -0.06 -2.81 -1.73  0.464
H: -0.24 -1.18 -2.10  0.463
H: 1.30 -1.97 -2.12  0.460
H: -0.42 -1.85 0.26  0.245
H: 1.32 -2.24 0.23  0.269
H: 1.74 -0.17 0.77  0.258
H: 1.23 0.50 -0.71  0.258
H: -0.89 0.04 1.50  0.265
H: 1.07 1.45 2.33  0.460
H: 0.79 2.35 0.94  0.452
H: -0.40 2.29 2.13  0.486
H: -2.41 0.76 -1.55  0.544


Top of the stability list: two), leading by 0.2501 hartree.


one) The following is a quantum chemistry calculation of a gas-phase ion, C2H7N4O (charge +1), from the OMol25 dataset.

The gap between HOMO and LUMO comes out at 9.859 eV. The HOMO energy is -13.4 eV. The total charge is +1.

Last column: natural (NBO) charge in e.
CARTESIAN COORDINATES (ANGSTROEM)
N: 1.18 -1.21 -0.54  -0.706
C: 0.38 -0.46 0.59  -0.037
N: 0.72 0.95 0.58  -0.488
N: -0.13 1.51 -0.44  -0.299
N: -1.51 0.83 -0.30  -0.489
C: -1.44 -0.40 0.11  0.688
O: -2.23 -1.23 0.31  -0.511
H: 1.94 -1.57 -0.07  0.430
H: 0.74 -2.08 -0.94  0.457
H: 1.32 -0.41 -1.16  0.469
H: 0.48 -0.92 1.55  0.238
H: 0.96 1.42 1.40  0.411
H: -0.08 2.50 -0.32  0.399
H: -2.32 1.06 -0.78  0.437


two) The following is a quantum chemistry calculation of 2 unconnected molecules or ions with the total composition C2H7N4O, from the OMol25 dataset.

The gap between HOMO and LUMO comes out at 10.531 eV. The HOMO energy is -13.7 eV. The total charge is +1.

Last column: natural (NBO) charge in e.
CARTESIAN COORDINATES (ANGSTROEM)
C: -2.65 -0.92 0.00  0.730
C: -1.17 1.25 -0.08  0.841
N: -1.98 0.11 -0.05  -0.627
N: -3.06 -2.04 0.02  -0.666
N: -1.83 2.40 0.04  -0.760
N: 1.89 -0.58 -0.13  -0.911
O: 0.05 1.18 -0.18  -0.680
H: 1.01 0.12 -0.16  0.475
H: -3.96 -2.46 0.06  0.439
H: -2.83 2.44 0.11  0.426
H: -1.31 3.26 0.02  0.426
H: 2.56 -0.20 0.55  0.437
H: 1.62 -1.52 0.14  0.435
H: 2.32 -0.59 -1.05  0.436


three) The following is a quantum chemistry calculation of a gas-phase ion, C2H7N4O (charge +1), from the OMol25 dataset.

The gap between HOMO and LUMO (spin up / spin down) comes out at 9.932 / 9.932 eV. The HOMO energy (spin up / spin down) is -13.8 / -13.8 eV. The total charge is +1.

Last column: natural (NBO) charge in e.
CARTESIAN COORDINATES (ANGSTROEM)
C: -1.85 -0.59 -0.02  0.916
C: 0.50 0.26 0.00  -0.048
N: -0.18 -2.12 0.16  -0.624
N: -0.98 0.36 -0.03  -0.325
N: -1.37 1.69 0.04  -0.679
N: 0.82 -1.18 -0.37  -0.406
O: -2.93 -1.03 -0.11  -0.364
H: 0.93 0.95 -0.76  0.238
H: 0.84 0.65 0.98  0.252
H: -0.15 -1.99 1.12  0.317
H: -1.99 1.86 0.85  0.416
H: -1.34 2.29 -0.80  0.421
H: 0.85 -1.26 -1.36  0.430
H: 1.75 -1.56 0.06  0.458


four) The following is a quantum chemistry calculation of a gas-phase ion, C2H7N4O (charge +1), from the OMol25 dataset.

The gap between HOMO and LUMO comes out at 10.038 eV. The HOMO energy is -14.2 eV. The total charge is +1.

Last column: natural (NBO) charge in e.
CARTESIAN COORDINATES (ANGSTROEM)
H: -3.30 -0.12 -0.50  0.385
N: -2.36 0.01 -0.08  -0.335
N: -1.79 -1.10 -0.06  -0.018
C: -0.35 -1.02 0.04  -0.360
C: 0.30 0.40 0.05  0.498
N: -0.38 1.49 0.23  -0.745
N: 1.59 0.32 -0.07  -0.231
O: 2.22 -0.85 -0.11  -0.536
H: 0.16 -1.65 -0.71  0.286
H: 0.06 -1.33 1.02  0.275
H: -1.43 1.18 -0.02  0.431
H: 0.00 2.39 0.17  0.418
H: 2.17 1.22 -0.22  0.408
H: 3.11 -0.93 0.26  0.526


Top of the stability list: two), leading by 0.1532 hartree.


one) The following is a quantum chemistry calculation of 2 unconnected molecules or ions with the total composition H2N2O3S, from the OMol25 dataset.

The gap between HOMO and LUMO (spin up / spin down) comes out at 7.395 / 7.434 eV. The HOMO energy (spin up / spin down) is -10.2 / -10.2 eV.

Last column: natural (NBO) charge in e.
CARTESIAN COORDINATES (ANGSTROEM)
N: 1.24 0.37 0.18  -0.411
N: 0.12 0.35 -0.40  -0.119
O: 0.38 -0.40 -2.17  -0.453
O: -2.51 -0.29 -0.44  -0.824
O: -1.24 -0.17 1.67  -0.895
S: -1.31 -0.57 0.28  1.880
H: 2.06 -0.07 -0.24  0.419
H: 1.27 0.77 1.12  0.401


two) The following is a quantum chemistry calculation of 2 unconnected molecules or ions with the total composition H2N2O3S, from the OMol25 dataset.

The gap between HOMO and LUMO (spin up / spin down) comes out at 9.131 / 7.164 eV. The HOMO energy (spin up / spin down) is -9.9 / -8.7 eV.

Last column: natural (NBO) charge in e.
CARTESIAN COORDINATES (ANGSTROEM)
N: 1.27 -0.01 -0.31  0.503
N: -1.02 -0.24 -0.22  -0.231
O: 1.83 -1.11 -0.14  -0.362
O: 1.53 1.10 0.03  -0.278
O: -0.93 -0.99 0.90  -0.538
S: -1.31 1.38 0.13  0.304
H: -0.28 -1.67 0.70  0.493
H: -1.09 1.54 -1.09  0.108


Top of the stability list: two), leading by 0.0345 hartree.